No. 1
The following is a DFT calculation (ωB97M-V/def2-TZVPD) of C2HCl2NS in the gas phase in a non-equilibrium geometry.

The geometry in ORCA input format:
```
! RIJCOSX wB97M-V def2-TZVPD def2/J DEFGRID3
* xyz 0 1
C -0.06360 0.03887 0.43347
C -0.48321 -0.96426 -0.60445
N -1.06158 -1.71064 -1.27160
S 1.60256 1.06564 0.24797
Cl -1.39428 1.26845 0.20093
Cl -0.04422 -0.71277 1.94475
H 1.44435 1.01471 -0.95107
*
```

As for the molecular weight: 142.010 g/mol. Its calculated total energy is -39458.4527 eV. The structure (SMILES) is N#CC(S)(Cl)Cl. Its HOMO-LUMO gap is 10.2 eV. The value obtained for the energy above the lowest of the compared OMol25 structures with the same formula, charge and spin is 23.0 kcal/mol.

No. 2
The following is a DFT calculation (ωB97M-V/def2-TZVPD) of 13 unconnected molecules or ions with the total composition C32H66O25S7 in a non-equilibrium geometry.

The geometry in ORCA input format:
```
! RIJCOSX wB97M-V def2-TZVPD def2/J DEFGRID3
* xyz 0 1
C 3.77989 -3.33804 0.82603
C 3.03776 -2.09331 0.62517
O 3.03297 -1.52537 1.90010
C 3.25807 -2.56537 2.80238
O 3.04329 -2.40874 3.95878
O 3.64164 -3.54546 2.23933
H 4.86071 -3.22693 0.73898
H 3.50055 -4.16423 0.17221
H 1.99293 -2.24876 0.35638
H 3.53686 -1.39166 -0.04318
C 0.54709 -5.83244 3.07362
C 0.94896 -6.11080 1.66500
O 0.45354 -5.00931 1.04145
C -0.28873 -4.25003 1.80679
O -1.01173 -3.40821 1.37136
O -0.31668 -4.77246 3.02231
H 1.46024 -5.69759 3.65334
H 0.08453 -6.67811 3.58255
H 0.29816 -6.91501 1.32178
H 2.01498 -6.15353 1.44171
C -0.31964 0.77367 -4.60511
C 0.56923 0.77889 -5.77052
O 1.44732 1.80241 -5.67830
C 1.14918 2.52627 -4.58685
O 1.71669 3.53394 -4.06137
O 0.15448 1.94883 -3.99875
H -0.02129 -0.10460 -4.03265
H -1.36368 0.82635 -4.91383
H 0.11094 0.78503 -6.75947
H 1.18429 -0.11726 -5.85231
C 2.35324 -2.25455 -3.02328
C 2.69769 -2.80393 -4.35163
O 3.46241 -3.91379 -3.93743
C 3.60411 -4.08018 -2.61334
O 4.07634 -4.96147 -2.01593
O 2.84269 -3.08431 -2.00959
H 1.32548 -1.90831 -2.91411
H 2.93450 -1.33380 -2.97381
H 3.22858 -2.08785 -4.97890
H 1.75243 -3.08411 -4.81649
C -0.74394 4.58562 -1.92049
C 0.18991 5.74006 -2.07211
O 0.55757 6.07141 -0.74979
C 0.02795 5.17247 0.07511
O 0.05611 5.37329 1.34990
O -0.66188 4.26971 -0.61250
H -0.37113 3.72451 -2.47510
H -1.75719 4.91783 -2.14645
H -0.27587 6.50802 -2.68969
H 1.02904 5.47051 -2.71344
C -5.23545 3.69607 2.19398
C -3.84371 3.90966 2.53121
O -3.05742 3.37044 1.44772
C -3.87906 3.22310 0.38278
O -3.59174 2.95141 -0.79281
O -5.13420 3.34429 0.81191
H -5.80707 4.59031 2.44232
H -5.67539 2.89465 2.78751
H -3.51711 3.53465 3.50116
H -3.73595 4.99351 2.48936
C -0.16903 0.73236 5.81276
S -1.51120 1.95049 5.50486
O -1.95709 2.44501 6.86000
C -0.33369 3.10887 4.86436
H 0.59999 1.18273 6.44035
H 0.26724 0.64327 4.81785
H -0.45353 -0.20680 6.28724
H 0.27506 2.74439 4.03692
H 0.20694 3.49716 5.72753
H -0.85492 3.93893 4.38747
C -4.48612 -0.44278 2.96030
S -3.18999 -1.61454 3.67234
O -1.95669 -0.71175 3.85076
C -3.90129 -1.62581 5.41416
H -4.65819 -0.45568 1.88404
H -4.11102 0.55951 3.16725
H -5.44319 -0.56644 3.46707
H -4.81398 -1.03323 5.47696
H -3.17551 -1.35503 6.18099
H -4.12511 -2.69065 5.47828
C -4.63964 0.61292 -3.17180
S -4.55800 0.33025 -5.04879
O -3.85056 1.53220 -5.73066
C -3.31064 -1.07956 -5.25913
H -5.18554 -0.08939 -2.54183
H -5.16707 1.52439 -2.89050
H -3.64270 0.82520 -2.78562
H -2.95257 -1.23628 -6.27665
H -3.86044 -1.98741 -5.01088
H -2.45634 -0.99080 -4.58800
C -1.61286 -5.66655 -4.21134
S -0.79329 -4.10970 -3.52255
O -0.69482 -3.19260 -4.67975
C -2.15388 -3.39235 -2.47299
H -2.68045 -5.52104 -4.37620
H -1.65088 -6.48604 -3.49365
H -1.19391 -5.94383 -5.17866
H -1.73725 -2.41857 -2.21559
H -2.32111 -3.93700 -1.54375
H -3.05623 -3.35500 -3.08331
C -1.90168 -0.45418 0.18511
S -0.01131 -0.47975 0.25218
O 0.41034 -0.39101 -1.24371
C 0.23042 1.24383 1.04717
H -2.21962 0.44442 -0.34360
H -2.25872 -0.39232 1.21312
H -2.34691 -1.41987 -0.05429
H 1.26212 1.45292 1.32996
H -0.44637 1.24037 1.90160
H -0.03242 1.91492 0.22946
C 5.74590 2.43783 -2.05245
S 4.78745 3.51909 -0.91895
O 4.61516 4.84726 -1.67121
C 3.15849 2.70476 -1.23048
H 6.77799 2.78795 -2.06969
H 5.36881 2.57239 -3.06626
H 5.68329 1.43541 -1.62897
H 2.78536 2.15656 -0.36541
H 3.20821 2.06385 -2.11075
H 2.48383 3.54194 -1.40952
C 3.85693 1.67570 2.55219
S 4.71033 1.89307 4.12613
O 4.22793 3.23631 4.68518
C 3.85818 0.49074 4.93071
H 4.49299 1.52216 1.68044
H 3.39250 2.62977 2.30282
H 3.09260 0.89863 2.55752
H 3.99619 -0.43588 4.37354
H 2.80925 0.70910 5.13114
H 4.21877 0.38778 5.95417
*
```

As for the molecular weight: 1075.324 g/mol. Its calculated total energy is -161277.4708 eV. Its HOMO-LUMO gap is 8.3 eV.

No. 3
The following is a DFT calculation (ωB97M-V/def2-TZVPD) of a molecular structure, C27H61Ba2F3LiN4O13S in a non-equilibrium geometry.

The geometry in ORCA input format:
```
! RIJCOSX wB97M-V def2-TZVPD def2/J DEFGRID3
* xyz 3 1
Li 0.25960 -13.62205 27.37720
Ba -4.65866 -12.50541 24.64799
Ba -2.28845 -9.23909 28.64829
N -2.68922 -13.44409 27.56862
O -1.65826 -14.07992 27.84374
O -3.03106 -12.41795 28.20554
O -3.44329 -13.83368 26.63280
C -0.00430 -10.25370 24.42221
F -0.06088 -10.96818 23.31030
F 1.20903 -9.93501 24.74642
F -0.74351 -9.17085 24.25983
S -0.80560 -11.37989 25.68417
O -0.92392 -10.59953 26.92945
O -2.08723 -11.75164 25.06098
O 0.04960 -12.53742 25.84929
C 1.72442 -6.42167 20.51298
C 1.67890 -7.55432 21.51478
C 2.80582 -7.50095 22.57561
O 4.01410 -6.97608 22.12416
C 4.95661 -7.96795 21.76133
N 0.34681 -7.51078 22.14940
H 1.08231 -6.64789 19.66332
H 2.72171 -6.24372 20.11553
H 1.38133 -5.53894 21.05948
H 1.69489 -8.52495 21.01587
H 2.88799 -8.52146 22.98980
H 2.55994 -6.96399 23.50739
H 5.14785 -8.69060 22.55674
H 5.90813 -7.56755 21.41240
H 4.60712 -8.49114 20.86155
H 0.20013 -6.59558 22.57378
H 0.33756 -8.12758 22.95225
C -0.35690 -6.72241 26.83995
C 0.52872 -7.57172 27.72678
O -0.01551 -7.54752 29.05164
O -1.67594 -7.31432 26.76445
H 0.09884 -6.76129 25.84579
H -0.37039 -5.67019 27.11878
H 1.46864 -7.00748 27.73070
H 0.77161 -8.57600 27.37242
H 0.57968 -8.05630 29.62421
H -2.16222 -6.89034 26.03445
C -2.26813 -5.39748 22.61111
C -3.73391 -4.97087 22.36796
O -4.52573 -6.07586 21.91333
O -2.22229 -6.31444 23.71560
H -1.75198 -4.47830 22.88511
H -1.74376 -5.87752 21.78318
H -3.78688 -4.23412 21.56450
H -4.18533 -4.58195 23.28057
H -3.98081 -6.85869 21.81494
H -2.74089 -7.09865 23.52522
C 2.27694 -10.95955 18.66408
C 2.28759 -12.31335 19.44170
C 3.40752 -13.13295 18.72635
C 3.70662 -14.41986 19.52336
C 4.15936 -14.03147 20.92748
C 3.02902 -13.26009 21.64428
N 2.58589 -12.13382 20.82508
O 2.02070 -11.03054 21.51255
C 1.92914 -14.24991 22.10717
C 3.61647 -12.67056 22.94420
C 0.96172 -13.03495 19.14316
H 2.64835 -11.09242 17.65075
H 2.97385 -10.24281 19.10692
H 1.28525 -10.50784 18.69653
H 3.02035 -13.37712 17.73497
H 4.31694 -12.57260 18.50756
H 4.54570 -14.90622 19.01704
H 2.91205 -15.16632 19.50608
H 4.92016 -13.26288 20.74983
H 4.64149 -14.81662 21.50547
H 1.09408 -13.67244 22.54051
H 1.49477 -14.96002 21.41030
H 2.34648 -14.66991 23.02364
H 2.91643 -11.97960 23.41321
H 4.04163 -13.35615 23.67715
H 4.47380 -12.04743 22.66531
H 0.20454 -12.88338 19.92349
H 1.10254 -14.11738 19.10324
H 0.50423 -12.75416 18.19472
H 1.14229 -11.41170 21.66325
C 4.07949 -11.08236 26.06495
C 5.59308 -11.05809 26.37477
C 6.39003 -10.09380 25.48276
C 6.22043 -8.61543 25.75967
C 6.65504 -8.50595 27.23460
C 5.77558 -9.27330 28.26525
N 5.85676 -10.67748 27.81790
O 5.14751 -11.51254 28.70892
C 6.61632 -9.01702 29.53374
C 4.40561 -8.55048 28.26240
C 6.09278 -12.49036 26.15993
H 3.40907 -11.36137 26.88425
H 3.86682 -11.75734 25.24166
H 3.81095 -10.04847 25.81652
H 7.43155 -10.38786 25.34456
H 6.05290 -10.21700 24.43763
H 5.18359 -8.32697 25.58126
H 6.89630 -8.02589 25.14435
H 6.63219 -7.41792 27.37292
H 7.68141 -8.82078 27.40366
H 7.57345 -9.53311 29.50116
H 6.87643 -7.95967 29.60072
H 6.11431 -9.27468 30.46926
H 3.59811 -9.01018 28.84051
H 4.67235 -7.61661 28.76320
H 4.12213 -8.29468 27.24416
H 7.02032 -12.65926 26.71026
H 6.22719 -12.65676 25.09255
H 5.41567 -13.22168 26.60490
H 4.29017 -11.07403 28.85655
*
```

As for the molecular weight: 1020.458 g/mol. Its calculated total energy is -82118.0057 eV. Its HOMO-LUMO gap is 3.3 eV.

No. 4
The following is a DFT calculation (ωB97M-V/def2-TZVPD) of a molecular structure, C5H14IN6O6S2 in a non-equilibrium geometry.

The geometry in ORCA input format:
```
! RIJCOSX wB97M-V def2-TZVPD def2/J DEFGRID3
* xyz -1 1
C -2.27629 -0.54643 -2.15782
C -0.86626 -0.41055 -1.66370
C -0.54385 -1.01376 -0.32484
N 0.04429 0.23737 -2.28552
S 0.50761 -0.12756 -3.81793
O 1.76406 0.53361 -4.03098
O -0.54415 0.17984 -4.76030
N 0.61151 -1.73925 -3.73018
S 2.01032 -2.43408 -3.53578
O 2.81064 -1.91820 -2.45773
O 1.80023 -3.85702 -3.56978
I 3.31440 -2.05336 -5.58662
H -2.38805 -0.18205 -3.17545
H -2.59383 -1.58997 -2.08750
H -2.93387 0.02068 -1.49149
H -1.15440 -1.89785 -0.15342
H 0.51195 -1.27414 -0.36371
H -0.72191 -0.23783 0.42624
C 1.46880 2.00921 1.33355
O 0.31770 2.06479 1.74491
N 2.42530 1.28495 1.98122
N 1.86744 2.64263 0.19809
H 3.37042 1.20623 1.65923
H 2.13527 0.78375 2.80169
H 1.17229 3.15034 -0.31525
H 2.79831 2.58655 -0.16788
C -1.45637 0.07789 4.21040
O -0.52544 -0.52089 3.70655
N -2.29440 -0.53178 5.11996
N -1.75768 1.38198 3.94147
H -3.07037 -0.07083 5.55343
H -2.10490 -1.49019 5.34170
H -1.17781 1.87686 3.27779
H -2.52097 1.85903 4.37964
*
```

As for the molecular weight: 445.241 g/mol. Its calculated total energy is -56411.5814 eV. Its HOMO-LUMO gap is 7.9 eV.

No. 5
The following is a DFT calculation (ωB97M-V/def2-TZVPD) of 7 unconnected molecules or ions with the total composition C7H28N14O7 in a non-equilibrium geometry.

The geometry in ORCA input format:
```
! RIJCOSX wB97M-V def2-TZVPD def2/J DEFGRID3
* xyz 0 1
C 4.99380 -4.01343 -2.93927
O 5.51673 -4.49790 -1.98058
N 5.08029 -4.65402 -4.08670
N 4.48335 -2.86322 -2.89437
H 4.31484 -4.29378 -4.63843
H 5.46586 -5.57310 -4.25023
H 4.16535 -2.37711 -3.72061
H 4.09865 -2.47903 -2.04319
C -3.07018 4.16901 3.73372
O -2.51289 3.36102 4.45074
N -3.58333 5.15260 4.24050
N -3.23542 4.04241 2.45540
H -3.55585 5.34026 5.23253
H -3.94624 5.77888 3.53610
H -3.80423 4.74127 1.99917
H -3.20793 3.10163 2.08896
C 3.40853 4.00955 5.22210
O 2.57736 4.74288 5.84845
N 4.66410 4.28544 5.00865
N 2.92973 3.25715 4.22573
H 5.24821 3.69640 4.43251
H 5.03463 5.10077 5.47559
H 3.63449 2.73970 3.72011
H 1.94628 3.21863 3.99894
C 0.63714 -3.73081 -6.33426
O 0.17678 -4.45603 -5.47217
N 1.38698 -4.16127 -7.34221
N 0.25181 -2.47972 -6.46802
H 1.66342 -3.44265 -7.99588
H 1.82178 -5.06844 -7.43216
H 0.56628 -1.95827 -7.27381
H -0.36895 -2.26956 -5.69953
C -0.06483 -1.46454 0.35617
O 0.65774 -0.80292 -0.35388
N -0.38468 -1.21077 1.57955
N -0.48484 -2.60869 -0.07073
H -0.82026 -1.90722 2.16721
H -0.28745 -0.31224 2.03043
H -0.05609 -2.91650 -0.93186
H -1.09803 -3.20601 0.46527
C -1.22092 2.65011 -4.57070
O -1.83042 3.13511 -5.53330
N -0.08113 3.04215 -4.10213
N -1.78285 1.65738 -3.93562
H 0.43509 2.61740 -3.34502
H 0.06927 3.97734 -4.45267
H -2.68485 1.40843 -4.31577
H -1.40024 1.25455 -3.09216
C -4.62528 -2.13296 5.25111
O -5.31994 -3.04056 5.00173
N -4.89801 -1.04938 4.62818
N -3.69958 -2.13258 6.11693
H -4.59146 -0.13143 4.91714
H -5.58115 -1.17538 3.89500
H -3.60495 -2.86943 6.80118
H -3.42650 -1.20115 6.39617
*
```

As for the molecular weight: 420.392 g/mol. Its calculated total energy is -42908.6311 eV. The structure (SMILES) is NC(N)=O.NC(N)=O.NC(N)=O.NC(N)=O.NC(N)=O.NC(N)=O.NC(N)=O. Its HOMO-LUMO gap is 9.3 eV. The value obtained for the energy above the lowest of the compared OMol25 structures with the same formula, charge and spin is 151.6 kcal/mol.

LUMO level for every record listed, in sequence, given in eV: -0.191 -0.226 -9.835 2.383 -0.009.